Formula: C3H3NO
Source: the Open Molecules 2025 dataset
Level of theory: wB97M-V/def2-TZVPD

Cartesian coordinates (Å):
C -0.31 -0.52 -0.70
H -0.16 1.53 -0.08
H 0.93 1.09 -1.40
O 0.22 -0.19 2.49
H -0.29 -1.17 -1.57
C 0.33 0.71 -0.59
C -0.06 -0.37 1.37
N -0.66 -1.08 0.47

Values from the calculation:
LUMO level = -0.066 eV
ΔE to the lowest compared entry with this formula, charge and spin = 1.861 eV
strongest force on any atom = 3.545 eV/A
orbital gap = 8.96 eV
SMILES = C=CN=C=O

Atom charges from the natural (NBO) analysis, given in e for atoms 1 to 5:
1 C 0.090
2 H 0.228
3 H 0.212
4 O -0.437
5 H 0.204

---

Formula: C4H11CsNO5S
Source: the Open Molecules 2025 dataset
Level of theory: wB97M-V/def2-TZVPD

Cartesian coordinates (Å):
H -6.92 -8.01 6.25
H -7.04 -8.08 4.53
O -7.55 -6.07 8.01
O -8.00 -1.25 5.20
C -7.74 -6.23 5.58
H -8.21 -4.34 9.03
H -8.46 -8.31 5.54
H -6.51 -4.65 4.96
H -8.52 -4.72 6.74
O -6.77 -1.61 3.19
H -9.41 -6.11 7.06
N -6.44 -5.55 5.42
C -7.56 -7.72 5.41
H -7.36 -5.32 10.04
H -6.01 -5.44 6.33
O -6.35 -3.00 5.02
H -8.42 -5.96 4.77
C -8.39 -5.79 6.87
Cs -6.41 -4.53 2.26
O -8.44 -3.11 3.73
C -8.04 -5.40 9.19
S -7.39 -2.27 4.32
H -9.02 -5.81 9.47

Values from the calculation:
LUMO level (alpha / beta) = -0.554 / -3.305 eV
ΔE to the lowest compared entry with this formula, charge and spin = 0.000 eV
spin multiplicity = 2
strongest force on any atom = 2.371 eV/A
orbital gap (alpha / beta) = 8.32 / 5.56 eV

Atom charges from the natural (NBO) analysis, given in e for atoms 1 to 5:
1 H 0.214
2 H 0.204
3 O -0.555
4 O -0.660
5 C -0.080

---

Formula: C20H25N3O3
Source: the Open Molecules 2025 dataset
Level of theory: wB97M-V/def2-TZVPD

Cartesian coordinates (Å):
O 1.67 -1.86 -0.85
H -3.16 -2.13 -4.35
O -0.66 -4.56 -3.73
C -0.05 -0.82 -2.12
H 1.93 1.08 6.03
H -3.51 0.93 -0.68
H -1.43 -0.30 -0.08
C 2.57 1.19 5.15
H -2.24 -3.58 -4.88
C 0.20 0.87 0.67
H 0.35 2.26 2.69
C -2.19 -2.51 -4.68
H 3.06 -0.90 5.33
O -1.69 -0.09 -3.66
H -3.21 4.64 -2.89
H 0.84 -1.02 4.47
C -0.87 0.63 -0.19
H 0.31 2.86 -1.13
C 1.62 -0.72 3.75
C 0.67 -0.06 1.62
C 1.90 2.18 4.19
H 2.64 2.54 3.46
C 0.76 -1.91 -1.70
C 2.82 -0.18 4.54
H 0.38 0.17 -2.01
H 0.77 -1.11 1.33
C -0.76 2.84 -1.33
H -0.75 4.69 -2.43
C -1.00 -1.00 -3.16
C -1.52 1.74 -0.87
H 2.34 -4.12 -2.03
N 1.06 0.28 2.84
N 0.49 -3.18 -2.26
N -1.21 -2.31 -3.64
C -2.92 1.75 -1.09
H -1.89 -1.97 -5.59
C -0.47 -3.44 -3.25
H -0.10 1.40 4.18
C -3.52 2.78 -1.80
H -4.60 2.76 -1.98
H 3.52 1.61 5.49
H 0.70 1.85 0.64
H 1.16 -4.41 -0.73
C 1.28 -4.30 -1.81
H 1.55 3.06 4.74
H 1.91 -1.60 3.16
H 3.69 -0.14 3.87
C -1.36 3.87 -2.06
C -2.74 3.84 -2.31
H 0.92 -5.18 -2.33
C 0.72 1.57 3.45

Values from the calculation:
LUMO level = -1.095 eV
ΔE to the lowest compared entry with this formula, charge and spin = 3.154 eV
strongest force on any atom = 1.600 eV/A
orbital gap = 5.97 eV

Atom charges from the natural (NBO) analysis, given in e for atoms 1 to 5:
1 O -0.722
2 H 0.206
3 O -0.659
4 C -0.578
5 H 0.201

---

Formula: C13H21NO4S
Source: the Open Molecules 2025 dataset
Level of theory: wB97M-V/def2-TZVPD

Cartesian coordinates (Å):
H -0.12 -4.04 -0.99
C 3.65 0.27 -0.68
H -4.17 0.14 -0.70
C -0.26 -1.14 0.70
C -2.58 -2.43 1.65
C -2.46 2.11 0.08
H -1.45 0.99 -3.06
O 1.38 2.04 -0.37
N -0.40 1.60 1.37
C 0.17 -3.06 -0.65
H -0.53 3.07 -0.08
C 0.88 -0.51 0.19
H -2.07 -2.21 2.59
C -0.63 -2.41 0.29
H -0.47 1.95 -1.95
H 3.60 0.28 0.41
H -1.98 2.61 -2.59
H -1.41 3.43 1.41
C 1.31 -2.46 -1.12
H -1.67 0.25 -0.68
C -2.25 1.10 -1.06
C -1.49 1.70 -2.23
H -2.99 -1.51 1.23
H -3.05 1.64 0.86
O -1.73 -3.08 0.73
S 1.10 1.19 0.75
H 1.95 -2.96 -1.83
H 4.67 0.09 -1.00
H -0.84 -0.58 1.41
O 2.89 -0.79 -1.23
H -3.02 2.96 -0.31
H -3.48 -0.19 -2.29
C 1.72 -1.18 -0.70
C -3.61 0.58 -1.53
H 3.31 1.24 -1.05
H -0.32 1.72 2.36
O 2.02 1.19 1.86
C -1.17 2.64 0.70
H -4.20 1.39 -1.95
H -3.39 -3.14 1.83

Values from the calculation:
LUMO level = 0.512 eV
ΔE to the lowest compared entry with this formula, charge and spin = 0.345 eV
strongest force on any atom = 1.073 eV/A
orbital gap = 8.74 eV
SMILES = COc1ccc(OC)c(S(=O)(=O)NCCC(C)C)c1

Atom charges from the natural (NBO) analysis, given in e for atoms 1 to 5:
1 H 0.229
2 C -0.275
3 H 0.200
4 C -0.292
5 C -0.251

---

Formula: C36H44LaN4Te
Source: the Open Molecules 2025 dataset
Level of theory: wB97M-V/def2-TZVPD

Cartesian coordinates (Å):
H 19.06 14.13 7.87
C 12.22 8.03 11.24
C 10.27 11.76 8.79
C 12.86 7.16 14.61
H 16.81 7.26 13.84
H 7.67 7.62 11.25
H 11.86 7.05 11.64
C 18.71 13.23 12.27
C 12.69 16.69 10.20
C 9.45 6.99 10.26
H 16.30 9.32 15.23
H 18.01 9.37 15.01
H 8.13 15.51 10.08
N 11.55 10.12 10.03
C 18.21 14.78 7.87
H 7.48 8.80 9.38
H 18.88 11.33 11.27
H 13.49 5.88 13.06
H 6.75 9.16 7.09
C 16.39 11.42 10.32
H 8.76 14.01 10.64
H 8.11 8.13 7.32
C 16.83 8.24 13.45
C 17.02 9.38 14.46
H 16.95 10.35 13.96
C 9.66 14.74 8.71
C 11.34 8.83 10.48
H 17.50 14.35 7.16
H 13.08 8.18 14.95
H 19.64 13.24 12.78
H 16.84 15.59 9.34
N 14.24 9.30 10.95
N 15.32 11.81 9.64
H 10.18 6.17 10.18
H 9.25 12.04 8.55
H 19.57 12.75 10.33
H 9.63 15.73 8.22
H 12.80 6.50 15.44
Te 14.09 7.69 7.08
H 17.98 12.90 12.99
H 11.84 16.42 10.82
La 13.64 10.07 8.75
H 18.29 15.12 10.02
C 8.04 9.54 8.89
H 14.95 14.92 8.54
C 9.05 14.94 10.14
C 13.57 8.34 11.62
H 13.33 16.53 8.17
C 12.21 14.76 8.66
C 18.75 12.39 11.02
C 14.55 13.98 8.80
C 13.95 6.71 13.65
C 14.36 7.76 12.66
H 9.79 15.36 10.78
C 10.03 8.41 10.04
C 11.28 12.72 8.80
H 8.83 6.82 9.38
C 16.49 10.27 11.14
H 18.48 15.76 7.52
N 12.61 12.48 8.74
C 15.59 8.40 12.60
C 9.46 9.44 9.35
C 17.58 14.80 9.23
H 8.96 14.12 8.12
H 11.62 16.70 8.33
C 11.01 14.10 8.72
C 7.79 9.16 7.41
C 10.43 10.49 9.40
H 7.63 10.57 9.13
H 17.71 8.22 12.80
C 12.47 16.21 8.74
H 8.15 6.02 11.63
H 17.40 10.20 11.78
H 11.92 7.20 14.09
C 13.20 13.69 8.63
H 8.41 9.70 6.76
H 12.82 17.76 10.28
H 14.83 6.42 14.21
H 8.94 7.23 12.47
C 17.45 12.44 10.28
C 16.91 13.49 9.55
C 15.50 9.34 11.52
C 8.55 6.96 11.49
C 15.55 13.07 9.20
H 13.61 16.27 10.63
H 18.46 14.33 11.99

Values from the calculation:
LUMO level = 1.366 eV
net charge = -1
ΔE to the lowest compared entry with this formula, charge and spin = 1.669 eV
strongest force on any atom = 2.618 eV/A
orbital gap = 4.03 eV

Atom charges from the Mulliken analysis, given in e for atoms 1 to 5:
1 H 0.349
2 C -0.735
3 C -0.785
4 C -1.059
5 H 0.553

---

Formula: C4H9NO2
Source: the Open Molecules 2025 dataset
Level of theory: wB97M-V/def2-TZVPD

Cartesian coordinates (Å):
H -1.10 0.31 -1.60
C -0.18 -0.29 -1.77
H -1.40 -0.02 2.40
C 0.11 0.19 0.88
C 0.74 -1.09 0.80
H 2.15 2.00 -0.36
H -1.97 -0.38 0.77
H 1.80 -1.14 0.58
N 0.58 1.25 0.30
H -0.31 -1.30 -2.35
H 0.35 -1.89 1.44
O 1.93 1.11 -0.05
O 0.08 -1.39 -0.93
H 0.67 0.31 -2.12
H -1.67 1.31 1.26
C -1.32 0.28 1.35

Values from the calculation:
LUMO level = 0.611 eV
ΔE to the lowest compared entry with this formula, charge and spin = 6.193 eV
strongest force on any atom = 5.292 eV/A
orbital gap = 9.61 eV

Atom charges from the natural (NBO) analysis, given in e for atoms 1 to 5:
1 H 0.177
2 C -0.279
3 H 0.222
4 C 0.153
5 C -0.172

---

Formula: C3H26N2O13
Source: the Open Molecules 2025 dataset
Level of theory: wB97M-V/def2-TZVPD

Cartesian coordinates (Å):
H 1.59 -3.11 1.06
C -0.06 -0.34 -1.25
H 1.62 1.23 2.41
H 0.29 -3.63 -1.35
O -2.24 2.68 0.13
H -2.27 1.77 -0.28
H -0.51 2.81 0.50
N 0.43 0.89 -1.70
O 1.61 2.22 -3.11
H 0.50 3.40 -0.54
O 0.40 2.72 0.17
H 2.49 -1.82 0.68
H -2.57 0.20 0.93
H -0.54 -4.51 -0.22
H 1.71 2.47 1.48
C -0.73 -0.54 0.23
O 2.14 -0.19 -0.03
H 0.50 1.65 -0.92
O 2.23 -2.49 1.36
H 0.49 -0.39 -3.65
O 1.36 0.08 -3.57
H 2.69 0.26 -0.67
C 1.11 1.13 -2.86
H -2.83 -2.72 -1.87
H -0.58 -1.67 0.57
H -0.58 4.41 -2.33
H -2.14 -1.42 3.54
H 0.72 -2.21 3.98
H -1.08 -0.24 3.77
O 0.29 -4.18 -0.57
O -1.94 -2.97 -1.37
H -0.31 0.19 0.94
O 0.56 -1.79 3.22
H 2.28 0.49 0.67
H 0.80 3.64 -2.53
O 2.19 1.74 1.91
O -2.00 -0.38 3.87
H -2.85 2.63 0.75
H -1.40 -2.32 -1.71
O -0.07 -1.26 -2.06
H 1.15 -1.96 2.43
N -2.12 -0.03 0.12
O 0.35 4.28 -1.87
H -2.70 -0.75 -0.27

Values from the calculation:
LUMO level (alpha / beta) = -4.432 / -10.046 eV
net charge = +1
spin multiplicity = 2
strongest force on any atom = 6.607 eV/A
orbital gap (alpha / beta) = 9.82 / 4.18 eV

Atom charges from the natural (NBO) analysis, given in e for atoms 1 to 5:
1 H 0.496
2 C 0.765
3 H 0.472
4 H 0.487
5 O -0.914

---

Formula: C4H6O2
Source: the Open Molecules 2025 dataset
Level of theory: wB97M-V/def2-TZVPD

Cartesian coordinates (Å):
H -0.01 1.97 0.23
C -0.70 -1.38 0.30
O -1.12 -2.20 1.11
C -0.09 -0.18 1.00
C 0.51 1.02 0.00
H 1.02 -0.01 -1.88
H 1.58 1.13 0.23
H -0.87 0.25 1.63
O -0.67 -1.36 -1.00
C 0.21 0.45 -1.33
H 0.74 -0.56 1.60
H -0.60 0.87 -1.89

Values from the calculation:
LUMO level = -0.558 eV
ΔE to the lowest compared entry with this formula, charge and spin = 2.361 eV
strongest force on any atom = 2.428 eV/A
orbital gap = 8.95 eV

Atom charges from the natural (NBO) analysis, given in e for atoms 1 to 5:
1 H 0.236
2 C 0.760
3 O -0.618
4 C -0.466
5 C -0.522

---

Formula: C7H4NNiO4Se3Te
Source: the Open Molecules 2025 dataset
Level of theory: wB97M-V/def2-TZVPD

Cartesian coordinates (Å):
O -2.45 0.20 -1.17
C 1.13 -1.35 2.01
O 3.42 -0.06 1.39
C -0.04 -2.00 2.32
Te 1.98 4.28 -4.26
H -2.10 -2.18 1.75
Ni 0.81 1.48 -1.42
H -4.10 -1.04 -0.37
Se -0.50 3.60 -4.41
O 2.44 1.06 -0.30
N 0.08 -0.14 0.20
H 2.06 -1.49 2.54
C 2.47 0.24 0.67
O -3.36 -1.28 0.20
C -1.06 -0.79 0.52
C -1.15 -1.71 1.56
Se 2.55 2.82 -2.31
Se -0.92 2.05 -2.75
C -2.31 -0.54 -0.26
C 1.14 -0.44 0.96
H -0.09 -2.71 3.14

Values from the calculation:
LUMO level (alpha / beta) = 1.937 / 1.936 eV
net charge = -1
ΔE to the lowest compared entry with this formula, charge and spin = 1.251 eV
spin multiplicity = 3
strongest force on any atom = 0.893 eV/A
orbital gap (alpha / beta) = 5.10 / 5.16 eV

Atom charges from the natural (NBO) analysis, given in e for atoms 1 to 5:
1 O -0.540
2 C -0.192
3 O -0.669
4 C -0.178
5 Te 0.079

---

Formula: C3H5BrO2
Source: the Open Molecules 2025 dataset
Level of theory: wB97M-V/def2-TZVPD

Cartesian coordinates (Å):
O 1.05 -1.72 0.23
C 1.29 -0.56 -0.51
H -2.43 1.36 -0.32
H 0.93 -0.78 -1.44
Br 2.81 0.47 -0.03
H -1.63 -0.01 -1.03
O -1.35 0.01 0.98
C -1.64 0.66 -0.26
C -0.39 0.79 0.41
H -0.01 1.59 0.83
H 1.39 -1.80 1.14

Values from the calculation:
LUMO level = 0.787 eV
ΔE to the lowest compared entry with this formula, charge and spin = 4.909 eV
strongest force on any atom = 7.241 eV/A
orbital gap = 8.68 eV

Atom charges from the natural (NBO) analysis, given in e for atoms 1 to 5:
1 O -0.713
2 C 0.001
3 H 0.182
4 H 0.181
5 Br 0.037

---

Formula: C2H2N2O
Source: the Open Molecules 2025 dataset
Level of theory: wB97M-V/def2-TZVPD

Cartesian coordinates (Å):
O 2.38 -0.36 0.48
C -0.49 0.96 0.93
H -1.41 -0.64 -1.13
N -0.01 0.09 0.09
H 0.41 -1.27 -1.16
C -0.32 -0.65 -0.88
N -0.55 1.87 1.67

Values from the calculation:
LUMO level (alpha / beta) = -2.278 / -2.275 eV
ΔE to the lowest compared entry with this formula, charge and spin = 7.291 eV
strongest force on any atom = 6.261 eV/A
orbital gap (alpha / beta) = 8.01 / 8.02 eV

Atom charges from the natural (NBO) analysis, given in e for atoms 1 to 5:
1 O -0.087
2 C 0.372
3 H 0.176
4 N -0.423
5 H 0.198

---

Formula: C17H33F3N8O25
Source: the Open Molecules 2025 dataset
Level of theory: wB97M-V/def2-TZVPD

Cartesian coordinates (Å):
F -0.29 -5.93 6.51
C -0.80 -0.45 -0.24
H -0.08 -3.80 5.36
H 5.26 -3.32 -5.80
O 4.84 0.59 1.81
H 0.68 -7.69 -1.23
H -3.75 8.46 0.11
C -6.41 -2.48 -4.61
H 6.46 -3.20 -4.50
C 0.52 3.32 -6.44
H 5.89 -2.36 2.40
N 1.19 5.19 7.42
H -6.16 -3.64 4.58
H 4.55 -2.16 1.16
H -2.27 6.61 1.64
N -0.98 0.18 1.08
C 5.41 -1.71 1.67
O -3.12 5.32 0.35
C -6.14 -3.51 3.50
O 5.16 5.71 -2.34
O -0.71 -8.97 0.34
H -6.46 -1.58 -3.99
H 2.66 6.68 -1.29
O 0.95 6.76 -6.14
C -3.94 5.39 -0.71
C 2.05 -5.80 4.37
H -6.31 -2.47 3.22
H -6.85 -3.35 -4.13
N -4.94 -2.71 -4.52
C 0.91 -4.23 5.52
H 1.84 3.53 -8.21
C 1.01 5.57 -6.41
O -7.70 -5.19 3.59
O 1.57 -4.58 4.32
H 0.97 3.25 6.62
H 0.25 4.53 5.70
C -3.34 7.49 -0.18
O 5.17 -1.41 -3.58
O 4.82 -0.61 3.64
H 1.44 -5.36 7.30
H 1.42 -3.35 5.91
H 2.60 2.87 -6.70
O -1.85 -0.26 1.77
O 2.69 -6.39 3.43
C 1.87 3.56 -7.13
H -0.22 2.67 -6.89
N -7.32 -4.21 2.95
O 2.08 4.90 -6.83
O -2.20 -7.39 0.31
H 5.31 -4.48 -4.35
N 4.91 -0.48 2.41
C 0.95 -5.53 6.34
O 0.31 5.12 8.25
O 1.76 -6.40 5.52
H 3.12 5.10 -1.86
H 2.03 4.30 5.65
C -0.35 -7.33 -1.24
O -4.31 4.43 -1.42
F 0.80 2.73 -5.27
H -6.82 -2.32 -5.61
O -4.13 6.70 -1.07
H -3.99 6.68 1.71
F -2.19 7.71 -0.73
N 4.61 -2.44 -3.94
H 6.20 -1.48 0.96
H -0.80 -7.52 -2.21
H 3.10 5.35 -0.15
O 3.42 -2.72 -3.71
H -0.39 -6.28 -0.94
C 3.33 5.85 -1.09
O -7.81 -3.70 1.93
H 0.07 0.00 -0.71
O -4.13 -1.80 -4.92
O -0.21 1.08 1.42
O 2.14 5.94 7.45
N 4.77 6.01 -1.24
H -0.63 -1.49 0.03
H -5.16 -3.84 3.14
C 5.43 -3.47 -4.73
N -1.14 -7.91 -0.11
C -3.16 6.55 1.02
O 5.48 6.42 -0.32
O 0.02 4.62 -6.17
O -4.48 -3.83 -4.12
C 1.14 4.27 6.27
H -1.67 -0.32 -0.88

Values from the calculation:
LUMO level = -0.444 eV
ΔE to the lowest compared entry with this formula, charge and spin = 3.377 eV
strongest force on any atom = 6.708 eV/A
orbital gap = 10.48 eV
SMILES = O=C1OC[C@@H](F)O1.O=C1OC[C@@H](F)O1.O=C1OC[C@@H](F)O1.C[N+](=O)[O-].C[N+](=O)[O-].C[N+](=O)[O-].C[N+](=O)[O-].C[N+](=O)[O-].C[N+](=O)[O-].C[N+](=O)[O-].C[N+](=O)[O-]

Atom charges from the Mulliken analysis, given in e for atoms 1 to 5:
1 F -0.264
2 C -0.732
3 H 0.256
4 H 0.276
5 O -0.479

---

Number 1: E -246.0232 Eh. Number 2: E -1008.2132 Eh. Number 3: E -1167.0791 Eh. Number 4: E -1261.8136 Eh. Number 5: E -1916.9453 Eh. Number 6: E -362.8579 Eh. Number 7: E -1217.1433 Eh. Number 8: E -306.4195 Eh. Number 9: E -9605.6624 Eh. Number 10: E -2841.6185 Eh. Number 11: E -261.8960 Eh. Number 12: E -3285.3584 Eh.